[1]
Molecular formula: C8H6NO5Ru
Method: DFT, wB97M-V/def2-TZVPD

The geometry in ORCA input format:
```
! RIJCOSX wB97M-V def2-TZVPD def2/J DEFGRID3
* xyz 3 5
O -0.996 5.012 -4.112
C -0.872 3.949 -3.693
Ru 0.013 -0.405 -1.400
O -0.159 2.351 -0.016
C -0.095 1.328 -0.555
C -0.652 -2.227 -1.220
O -1.052 -3.307 -1.101
C 1.581 -0.491 -2.463
O 2.508 -0.521 -3.164
C -1.097 -0.005 -2.884
O -1.779 0.221 -3.794
H -0.607 2.554 -2.974
C 0.386 -0.406 3.921
C 0.128 -1.503 2.872
C 0.605 -1.146 1.556
N 1.052 -0.875 0.511
H 1.466 -0.302 4.104
H -0.098 -0.641 4.869
H 0.001 0.557 3.574
H 0.622 -2.438 3.171
H -0.954 -1.706 2.797
*
```

Values from the calculation:
- maximum force (eV Å⁻¹) = 10.59
- LUMO level (spin up / spin down) (eV) = -14.644 / -17.037
- HOMO energy (spin up / spin down) (Eh) = -0.7188 / -0.7978
- frontier orbital gap (spin up / spin down) (eV) = 4.9 / 4.7

[2]
Molecular formula: C20H15AsF6IrN4O3SSe
Method: DFT, wB97M-V/def2-TZVPD

The geometry in ORCA input format:
```
! RIJCOSX wB97M-V def2-TZVPD def2/J DEFGRID3
* xyz 1 1
Ir 1.011 0.133 -0.317
O -1.838 1.707 2.918
C -2.499 2.473 2.041
C -3.643 3.108 2.512
C -4.389 3.903 1.675
C -4.010 4.117 0.340
C -2.896 3.500 -0.145
C -2.122 2.646 0.683
C -1.032 1.915 0.122
O -0.304 1.150 0.839
N -0.802 2.004 -1.241
N 0.155 1.217 -1.595
C 0.373 1.128 -2.967
C 1.285 0.340 -3.573
C 1.318 0.354 -5.024
C 2.205 -0.385 -5.697
C 3.179 -1.198 -4.986
C 3.213 -1.258 -3.643
C 2.265 -0.522 -2.861
O 2.332 -0.619 -1.618
H -1.050 1.317 2.506
H -3.918 2.958 3.548
H -5.289 4.370 2.054
H -4.601 4.756 -0.299
H -2.585 3.648 -1.169
H -0.282 1.745 -3.570
H 0.609 0.982 -5.549
H 2.205 -0.378 -6.778
H 3.905 -1.762 -5.558
H 3.941 -1.856 -3.112
S -0.488 -1.702 -0.740
C -0.761 -2.506 0.792
N 0.017 -3.557 1.113
C -0.188 -4.340 2.181
C -1.246 -4.089 3.017
C -2.054 -2.994 2.752
C -1.814 -2.205 1.635
H 0.840 -3.715 0.543
H 0.514 -5.144 2.334
H -1.420 -4.728 3.871
H -2.867 -2.747 3.423
H -2.440 -1.358 1.396
Se 3.052 1.404 0.519
C 2.572 2.819 -0.555
N 2.218 3.686 -1.233
F 1.762 -1.196 1.138
As 2.530 -1.477 2.878
F 4.011 -1.098 2.123
F 2.667 -3.105 2.331
F 3.196 -1.813 4.396
F 0.917 -1.805 3.369
F 2.244 0.172 3.182
*
```

Values from the calculation:
- maximum force (eV Å⁻¹) = 1.03
- LUMO level (spin up / spin down) (eV) = -6.393 / -6.393
- HOMO energy (spin up / spin down) (Eh) = -0.4141 / -0.4141
- frontier orbital gap (spin up / spin down) (eV) = 4.9 / 4.9

[3]
Molecular formula: C37H49F7N2O7PbS2Si5
Method: DFT, wB97M-V/def2-TZVPD

The geometry in ORCA input format:
```
! RIJCOSX wB97M-V def2-TZVPD def2/J DEFGRID3
* xyz 0 1
Pb -0.146 -0.043 -0.177
F -0.109 -4.104 1.534
C -1.255 -4.012 2.209
F -2.198 -4.578 1.452
F -1.145 -4.723 3.325
S -1.678 -2.193 2.441
O -1.284 -1.738 1.124
O -3.054 -2.126 2.772
N -0.767 -1.632 3.572
S 0.765 -1.443 3.264
O 1.502 -2.656 3.140
O 1.086 -0.418 2.307
C 1.198 -0.702 4.935
F 0.903 -1.518 5.939
F 0.503 0.424 5.084
F 2.492 -0.385 5.044
C -1.420 7.550 -0.701
C -0.584 7.243 0.542
C -1.187 7.972 1.739
C -0.456 7.613 3.024
C -0.499 6.129 3.223
C -0.520 5.583 4.489
C -0.550 4.199 4.649
F -0.598 3.705 5.897
C -0.524 3.353 3.571
C -0.470 3.889 2.279
C -0.343 2.966 1.157
O -0.346 1.728 1.359
C -0.234 3.606 -0.114
C -0.382 4.956 -0.219
N -0.524 5.803 0.812
C -0.495 5.289 2.093
C 0.111 2.884 -1.404
O -0.277 3.348 -2.457
O 0.861 1.851 -1.266
H -1.609 8.621 -0.732
H -2.375 7.030 -0.654
H -0.914 7.274 -1.622
H 0.446 7.595 0.386
H -2.237 7.691 1.830
H -1.136 9.049 1.579
H -0.918 8.113 3.875
H 0.585 7.949 2.968
H -0.531 6.217 5.364
H -0.533 2.281 3.688
H -0.360 5.377 -1.211
C -2.544 1.998 -5.263
C -1.915 0.816 -4.911
C -1.999 0.350 -3.613
C -2.715 1.041 -2.637
C -3.360 2.211 -3.022
C -3.278 2.689 -4.315
Si -2.715 0.482 -0.810
C -3.855 -1.025 -0.651
C -5.102 -0.902 -0.049
C -5.937 -1.993 0.104
C -5.533 -3.241 -0.337
C -4.292 -3.385 -0.932
C -3.465 -2.288 -1.084
H -2.461 2.379 -6.271
H -1.357 0.259 -5.650
H -1.489 -0.569 -3.349
H -3.931 2.757 -2.285
H -3.788 3.605 -4.584
H -3.472 1.579 -0.149
H -5.423 0.066 0.304
H -6.906 -1.870 0.566
H -6.181 -4.097 -0.216
H -3.970 -4.358 -1.276
H -2.493 -2.420 -1.540
C 2.920 2.385 2.376
Si 3.570 2.503 0.582
C 3.049 4.180 -0.207
C 5.496 2.550 0.625
Si 2.970 0.573 -0.672
Si 3.986 -1.385 0.359
C 5.732 -1.367 -0.464
C 3.087 -3.032 0.009
C 4.316 -1.179 2.225
Si 2.804 0.560 -3.088
C 1.874 1.839 -4.162
C 4.641 0.717 -3.638
C 2.215 -1.222 -3.535
H 2.789 3.349 2.858
H 3.583 1.794 2.997
H 1.960 1.881 2.384
H 3.799 4.959 -0.112
H 2.136 4.547 0.249
H 2.857 4.044 -1.268
H 5.864 3.432 1.141
H 5.914 2.563 -0.376
H 5.905 1.686 1.136
H 5.692 -1.569 -1.528
H 6.390 -2.108 -0.020
H 6.207 -0.400 -0.334
H 3.006 -3.251 -1.051
H 2.086 -3.001 0.427
H 3.591 -3.872 0.479
H 5.092 -0.450 2.442
H 4.607 -2.116 2.692
H 3.398 -0.857 2.702
H 2.257 2.838 -3.971
H 0.810 1.868 -3.943
H 1.992 1.643 -5.227
H 5.041 1.694 -3.391
H 4.752 0.588 -4.709
H 5.272 -0.021 -3.160
H 1.317 -1.491 -2.985
H 2.983 -1.948 -3.286
H 1.993 -1.337 -4.592
*
```

Values from the calculation:
- maximum force (eV Å⁻¹) = 1.52
- LUMO level (eV) = -1.478
- HOMO energy (Eh) = -0.2841
- frontier orbital gap (eV) = 6.3

[4]
Molecular formula: C24H40BCdO12
Method: DFT, wB97M-V/def2-TZVPD

The geometry in ORCA input format:
```
! RIJCOSX wB97M-V def2-TZVPD def2/J DEFGRID3
* xyz 1 1
Cd 2.290 5.224 -9.842
B 3.555 6.031 -11.182
H 3.968 6.740 -11.883
H 4.335 5.304 -11.016
H 3.424 6.641 -10.302
H 2.686 5.518 -11.566
O 2.553 6.966 -8.055
C 2.174 7.826 -7.314
O 2.145 9.162 -7.769
C 1.688 10.050 -6.718
C 1.574 9.256 -5.456
C 1.631 7.780 -5.863
H 0.743 10.471 -7.060
H 2.427 10.833 -6.547
H 0.670 9.473 -4.886
H 2.253 9.466 -4.630
H 0.603 7.453 -5.713
H 2.306 7.282 -5.166
O 0.643 4.232 -8.753
C -0.502 3.955 -8.307
O -1.435 3.556 -9.178
C -2.674 3.290 -8.569
C -2.516 3.911 -7.213
C -1.014 3.790 -6.939
H -2.874 2.226 -8.441
H -3.310 3.779 -9.307
H -3.136 3.486 -6.423
H -2.864 4.937 -7.330
H -0.670 2.822 -6.574
H -0.755 4.480 -6.136
O 0.383 4.220 -11.614
C 0.608 3.337 -12.538
O 1.524 3.551 -13.470
C 1.586 2.451 -14.398
C 0.804 1.340 -13.835
C 0.137 1.973 -12.613
H 2.649 2.221 -14.463
H 1.247 2.734 -15.394
H 1.463 0.518 -13.553
H 0.006 1.011 -14.500
H 0.300 1.520 -11.635
H -0.934 2.017 -12.810
O 3.042 4.509 -8.061
C 3.260 3.818 -7.054
O 3.481 4.290 -5.768
C 3.995 3.334 -4.863
C 3.621 2.035 -5.525
C 3.581 2.367 -7.030
H 3.588 3.418 -3.856
H 5.014 3.721 -4.840
H 2.633 1.704 -5.204
H 4.307 1.211 -5.330
H 2.877 1.880 -7.705
H 4.546 2.429 -7.534
O 2.938 3.204 -10.434
C 3.413 2.152 -10.880
O 2.650 1.020 -10.635
C 3.369 -0.134 -11.000
C 4.639 0.372 -11.733
C 4.774 1.847 -11.448
H 2.873 -0.963 -11.505
H 3.588 -0.420 -9.971
H 4.514 0.338 -12.816
H 5.482 -0.251 -11.436
H 4.810 2.371 -12.403
H 5.559 2.186 -10.772
O 0.779 6.700 -10.355
C -0.208 7.425 -10.210
O -1.158 7.176 -9.226
C -2.034 8.363 -9.070
C -1.277 9.470 -9.882
C -0.570 8.677 -10.934
H -1.934 8.597 -8.010
H -3.063 8.136 -9.349
H -0.623 10.124 -9.304
H -2.067 10.020 -10.392
H 0.277 9.128 -11.451
H -1.291 8.334 -11.676
*
```

Values from the calculation:
- maximum force (eV Å⁻¹) = 6.78
- LUMO level (eV) = -1.785
- HOMO energy (Eh) = -0.4033
- frontier orbital gap (eV) = 9.2

[5]
Molecular formula: C19H28N4O8
Method: DFT, wB97M-V/def2-TZVPD

The geometry in ORCA input format:
```
! RIJCOSX wB97M-V def2-TZVPD def2/J DEFGRID3
* xyz 0 1
O 2.499 -3.635 -1.359
O 1.556 5.687 0.730
O -2.447 0.951 0.702
O -0.837 -3.202 -0.432
O -3.544 5.947 -0.576
O 4.632 -2.387 0.136
O -1.381 -4.718 -2.045
O 1.556 -7.111 2.117
C 2.437 -3.625 -0.131
C 0.355 5.561 0.556
C -1.771 0.973 -0.311
C -0.632 -4.279 -0.988
C -2.387 6.058 -0.969
C 5.221 -1.587 1.080
C 4.400 -1.442 2.161
C 3.210 -2.195 1.862
C 3.395 -2.769 0.623
N -1.459 -0.164 -0.897
N -1.859 7.250 -1.280
N 1.450 -4.423 0.460
N -0.081 5.069 -0.606
C -1.076 -5.978 -2.658
C -0.602 5.989 1.652
C -2.591 8.514 -1.211
C -1.238 2.271 -0.921
C 1.341 -4.712 1.882
C 0.482 -5.169 -0.354
C -0.122 -6.194 0.624
C 0.611 -6.048 1.956
C -2.042 3.520 -0.506
C -1.458 4.830 -1.082
H 1.112 -7.975 2.159
H 6.203 -1.132 0.979
H 4.606 -0.861 3.055
H 2.324 -2.264 2.485
H -1.754 -1.017 -0.441
H -0.863 -0.196 -1.700
H -0.891 7.275 -1.562
H 0.666 4.803 -1.229
H -0.077 -5.962 -3.107
H -1.800 -6.176 -3.454
H -1.137 -6.799 -1.938
H -1.128 6.892 1.354
H -1.315 5.199 1.868
H -0.027 6.200 2.552
H -3.052 8.622 -0.227
H -3.380 8.525 -1.965
H -1.917 9.353 -1.385
H -0.199 2.377 -0.610
H -1.262 2.184 -2.008
H 2.320 -4.788 2.368
H 0.750 -3.936 2.379
H 1.029 -5.694 -1.142
H -0.025 -7.210 0.229
H -1.187 -5.992 0.776
H -0.094 -6.050 2.795
H -3.062 3.394 -0.871
H -2.081 3.580 0.581
H -1.376 4.665 -2.156
*
```

Values from the calculation:
- maximum force (eV Å⁻¹) = 2.55
- LUMO level (eV) = 0.402
- HOMO energy (Eh) = -0.3358
- frontier orbital gap (eV) = 9.5
- SMILES = COC(=O)[C@@H]1C[C@@H](O)CN1C(=O)c1ccco1.CNC(=O)[C@H](CCC(N)=O)NC(C)=O

[6]
Molecular formula: C19H37As3ClIMgN5O5
Method: DFT, wB97M-V/def2-TZVPD

The geometry in ORCA input format:
```
! RIJCOSX wB97M-V def2-TZVPD def2/J DEFGRID3
* xyz 1 1
Mg -0.143 0.359 -0.962
C -3.282 3.032 -0.976
As -2.158 1.891 0.118
C -1.257 3.277 1.153
C -3.311 1.223 1.555
C -4.297 0.073 1.273
C -4.951 -0.278 2.616
C -3.624 -1.181 0.675
As -1.776 -1.645 1.162
C -1.982 -2.172 3.031
C -1.849 -3.447 0.399
C -5.371 0.559 0.289
As -6.855 -0.686 -0.123
C -7.791 0.572 -1.294
C -6.005 -1.691 -1.581
H -2.621 3.743 -1.469
H -4.015 3.562 -0.369
H -3.789 2.456 -1.747
H -1.967 4.044 1.463
H -0.480 3.730 0.539
H -0.799 2.835 2.037
H -3.859 2.078 1.959
H -2.600 0.911 2.330
H -4.200 -0.568 3.351
H -5.662 -1.097 2.511
H -5.494 0.583 3.014
H -3.577 -1.091 -0.414
H -4.245 -2.058 0.885
H -2.880 -2.774 3.168
H -2.038 -1.297 3.678
H -1.111 -2.762 3.319
H -2.595 -4.050 0.916
H -0.874 -3.927 0.487
H -2.117 -3.382 -0.656
H -4.915 0.831 -0.668
H -5.845 1.461 0.690
H -8.193 1.396 -0.705
H -8.620 0.064 -1.782
H -7.117 0.967 -2.056
H -5.348 -2.471 -1.200
H -5.440 -1.019 -2.230
H -6.795 -2.162 -2.167
N 1.669 -3.181 -2.265
C 2.781 -2.888 -1.504
C 2.481 -1.743 -0.835
N 1.203 -1.348 -1.146
C 0.750 -2.233 -2.009
C -0.581 -2.041 -2.564
N -1.286 -1.003 -2.162
C -2.451 -1.026 -2.887
C -2.457 -2.110 -3.705
N -1.245 -2.739 -3.501
H 1.586 -3.959 -2.897
H 3.666 -3.497 -1.527
H 3.104 -1.186 -0.157
H -3.197 -0.258 -2.785
H -3.178 -2.474 -4.414
H -0.923 -3.556 -3.993
N 1.497 0.472 2.870
C 1.613 1.038 1.668
O 0.796 0.817 0.774
C 2.733 2.012 1.432
I 4.639 1.055 1.528
H 0.775 -0.219 3.009
H 2.215 0.574 3.568
H 2.745 2.794 2.188
H 2.632 2.433 0.438
O 1.039 3.039 -3.832
Cl 0.612 1.873 -3.148
O 1.129 0.657 -3.730
O -0.843 1.779 -3.059
O 1.074 1.915 -1.719
*
```

Values from the calculation:
- maximum force (eV Å⁻¹) = 0.62
- LUMO level (eV) = -2.413
- HOMO energy (Eh) = -0.3963
- frontier orbital gap (eV) = 8.4

[7]
Molecular formula: C22H26N6O4
Method: DFT, wB97M-V/def2-TZVPD

The geometry in ORCA input format:
```
! RIJCOSX wB97M-V def2-TZVPD def2/J DEFGRID3
* xyz 0 1
C -2.668 1.996 7.062
H -3.651 1.817 7.495
O -2.853 1.951 5.667
C -1.769 2.143 4.865
C -0.477 2.386 5.306
C 0.543 2.562 4.384
C 0.296 2.504 3.025
C -1.019 2.266 2.573
C -2.031 2.085 3.493
H -3.048 1.896 3.194
O -1.190 2.240 1.215
C -2.495 2.069 0.715
H -2.895 1.084 0.972
H -3.170 2.846 1.086
H -2.412 2.154 -0.368
N 1.285 2.672 2.045
C 2.582 2.982 2.218
O 3.145 3.209 3.264
C 3.347 3.089 0.876
N 3.108 1.983 0.007
N 4.044 1.169 -0.414
N 3.482 0.291 -1.161
C 2.164 0.583 -1.189
N 1.913 1.663 -0.450
C 1.169 -0.172 -1.916
C -0.183 0.114 -1.750
C -1.131 -0.609 -2.448
C -0.747 -1.617 -3.324
C 0.606 -1.900 -3.482
C 1.560 -1.191 -2.783
H 2.612 -1.405 -2.896
H 0.894 -2.691 -4.157
C -1.766 -2.394 -4.113
N -1.430 -3.805 -4.154
C -2.211 -4.540 -5.132
C -1.713 -5.986 -5.173
O -1.823 -6.603 -3.913
C -1.092 -5.883 -2.947
C -1.571 -4.435 -2.852
H -0.961 -3.892 -2.128
H -2.623 -4.422 -2.513
H -1.240 -6.403 -1.999
H -0.023 -5.890 -3.207
H -2.315 -6.582 -5.861
H -0.663 -5.992 -5.502
H -2.075 -4.081 -6.114
H -3.287 -4.534 -4.883
H -1.764 -2.025 -5.145
H -2.776 -2.221 -3.698
H -2.181 -0.389 -2.314
H -0.472 0.896 -1.066
H 4.418 3.123 1.084
H 3.037 4.017 0.383
H 0.962 2.480 1.098
H 1.547 2.751 4.725
H -0.242 2.440 6.355
H -1.976 1.219 7.400
H -2.302 2.975 7.386
*
```

Values from the calculation:
- maximum force (eV Å⁻¹) = 1.12
- LUMO level (eV) = 0.441
- HOMO energy (Eh) = -0.2920
- frontier orbital gap (eV) = 8.4
- SMILES = COc1ccc(NC(=O)Cn2nnc(-c3ccc(CN4CCOCC4)cc3)n2)c(OC)c1

[8]
Molecular formula: C8H11F9INO4S
Method: DFT, wB97M-V/def2-TZVPD

The geometry in ORCA input format:
```
! RIJCOSX wB97M-V def2-TZVPD def2/J DEFGRID3
* xyz 0 1
O -2.199 3.276 0.086
S -1.244 2.359 0.582
O -1.023 2.148 1.960
F -1.581 0.966 -0.034
N 0.164 2.607 -0.277
O 1.114 1.715 0.310
C 0.657 4.004 -0.188
C -0.116 4.974 -1.074
C 0.783 6.136 -1.496
I 1.590 5.900 -3.456
H 1.861 1.767 -0.300
H 1.684 3.942 -0.554
H 0.705 4.336 0.854
H -0.984 5.369 -0.550
H -0.499 4.427 -1.934
H 0.249 7.079 -1.515
H 1.639 6.245 -0.835
C 0.248 -2.685 -0.421
C -1.027 -3.372 -0.915
C -2.255 -3.360 0.005
F -1.978 -3.948 1.187
F -3.249 -4.053 -0.591
F -0.763 -4.625 -1.325
F -1.419 -2.642 -2.008
O 1.237 -3.494 0.187
C 1.242 -3.773 1.519
C 1.139 -5.285 1.797
F 0.083 -5.818 1.156
F 0.975 -5.468 3.125
F 0.310 -3.081 2.192
F 2.452 -3.395 2.008
H 0.729 -2.326 -1.329
H 0.009 -1.810 0.186
H -2.588 -2.334 0.178
H 2.054 -5.780 1.470
*
```

Values from the calculation:
- maximum force (eV Å⁻¹) = 0.56
- LUMO level (eV) = 0.177
- HOMO energy (Eh) = -0.3638
- frontier orbital gap (eV) = 10.1
- SMILES = FC(F)C(F)(F)COC(F)(F)C(F)F.O=S(=O)(F)N(O)CCCI